[1]
This record from the OMol25 dataset describes a molecular structure, C32H33Cl5CrN4O2 in a non-equilibrium geometry. The level of theory is ωB97M-V/def2-TZVPD.

Last column: Mulliken charge in e.
CARTESIAN COORDINATES (ANGSTROEM)
1 Cr 0.022 -0.181 0.091  -0.09
2 C 0.333 -3.075 -1.921  -1.12
3 C -0.353 -3.233 -0.597  1.24
4 C -0.457 -4.482 -0.009  -1.00
5 C -1.146 -4.629 1.185  -0.76
6 C -1.754 -3.519 1.737  -1.11
7 C -1.599 -2.293 1.113  1.11
8 N -0.882 -2.136 -0.028  0.68
9 C -2.188 -1.043 1.601  -0.36
10 C -3.256 -0.902 2.437  -0.61
11 C -3.745 0.407 2.666  -1.07
12 C -3.275 1.453 1.931  -1.27
13 C -2.225 1.237 0.989  -0.18
14 N -1.589 0.025 1.019  1.51
15 C -1.901 2.073 -0.071  0.36
16 C -2.766 3.112 -0.516  -1.18
17 C -2.877 3.387 -1.836  -1.21
18 C -2.294 2.439 -2.737  -1.00
19 C -1.418 1.503 -2.336  0.55
20 C -1.068 0.314 -3.182  -1.42
21 N -0.827 1.612 -0.971  2.53
22 H 1.190 -2.406 -1.847  -0.08
23 H 0.678 -4.038 -2.290  0.43
24 H -0.364 -2.655 -2.647  0.25
25 H -0.001 -5.337 -0.489  0.46
26 H -1.215 -5.595 1.668  0.45
27 H -2.321 -3.583 2.654  0.45
28 H -3.718 -1.762 2.900  0.46
29 H -4.534 0.564 3.389  0.48
30 H -3.699 2.440 2.040  0.48
31 H -3.379 3.625 0.213  0.43
32 H -3.519 4.174 -2.203  0.54
33 H -2.673 2.383 -3.749  0.54
34 H -1.846 0.176 -3.931  0.62
35 H -1.038 -0.585 -2.562  -0.11
36 H -0.116 0.420 -3.705  0.28
37 Cl -0.349 4.768 0.269  -0.12
38 C 0.580 3.834 -0.840  0.61
39 C 0.393 2.465 -1.129  -1.26
40 C 1.512 1.834 -1.704  0.04
41 Cl 1.605 0.105 -1.699  -0.18
42 C 2.670 2.486 -2.084  0.32
43 Cl 4.020 1.594 -2.664  -0.15
44 C 2.754 3.865 -1.959  0.34
45 Cl 4.150 4.700 -2.485  -0.16
46 C 1.720 4.519 -1.309  0.27
47 Cl 1.878 6.203 -1.045  -0.15
48 O 1.360 -1.605 1.118  -0.33
49 C 2.605 -1.712 1.111  0.23
50 C 3.254 -3.057 1.308  -1.28
51 C 3.796 -3.626 -0.016  -0.23
52 C 5.151 -3.028 -0.400  -0.98
53 C 5.128 -1.510 -0.602  -0.31
54 C 4.822 -0.718 0.674  -1.00
55 N 3.390 -0.652 0.949  0.50
56 H 2.502 -3.717 1.735  0.41
57 H 4.082 -2.974 2.015  0.49
58 H 3.070 -3.447 -0.812  0.10
59 H 3.901 -4.707 0.087  0.37
60 H 5.499 -3.495 -1.322  0.40
61 H 5.876 -3.275 0.381  0.35
62 H 4.387 -1.248 -1.363  0.14
63 H 6.106 -1.202 -0.978  0.36
64 H 5.180 0.304 0.572  0.51
65 H 5.344 -1.161 1.526  0.34
66 H 2.908 0.241 0.908  -0.19
67 C 2.123 2.673 2.416  -1.47
68 C 0.926 1.746 2.213  0.55
69 C 0.837 0.717 3.343  -1.24
70 O 1.036 1.147 0.943  0.43
71 H 1.983 3.290 3.303  0.43
72 H 2.233 3.323 1.546  0.28
73 H 3.038 2.088 2.540  0.32
74 H 0.013 2.361 2.240  0.24
75 H 1.680 0.025 3.283  0.06
76 H -0.090 0.147 3.273  0.17
77 H 0.865 1.224 4.308  0.51

Computed properties:
orbital gap (alpha / beta)	5.58 / 5.95	eV
electronic energy	-134802.82576	eV
energy relative to the best compared isomer or geometry (same formula, charge and spin)	2.5063	eV
E_LUMO (alpha / beta)	-3.824 / -3.496	eV
spin multiplicity	2
charge	+1

[2]
This record from the OMol25 dataset describes 9 unconnected molecules or ions with the total composition C17H54N4O10 in a non-equilibrium geometry. The level of theory is ωB97M-V/def2-TZVPD.

Last column: Mulliken charge in e.
CARTESIAN COORDINATES (ANGSTROEM)
1 N 1.358 0.476 1.636  -0.11
2 H 1.335 -0.644 1.768  0.32
3 H 2.317 0.975 1.366  0.03
4 H 1.192 0.913 2.518  0.33
5 H 0.494 0.651 0.961  0.15
6 C 4.415 -0.104 0.121  0.47
7 O 4.605 0.276 1.221  -0.65
8 O 5.399 -0.066 -0.712  -0.48
9 O 3.263 -0.233 -0.465  -0.39
10 H 6.261 0.091 -0.282  0.31
11 C -3.505 0.252 -1.171  -1.22
12 C -2.892 -1.087 -0.943  0.64
13 C -2.873 -2.002 -2.242  -1.19
14 O -4.246 -2.146 -2.539  -0.39
15 C -4.393 -2.804 -3.932  -0.88
16 N -1.478 -0.901 -0.504  0.05
17 H -4.558 0.223 -1.468  0.44
18 H -3.115 0.906 -1.977  0.18
19 H -3.500 1.022 -0.282  0.14
20 H -3.574 -1.601 -0.289  0.11
21 H -2.689 -3.050 -2.136  0.44
22 H -2.213 -1.747 -2.937  0.76
23 H -5.415 -2.637 -4.240  0.29
24 H -4.143 -3.754 -3.853  0.39
25 H -3.919 -2.191 -4.743  0.30
26 H -1.181 -0.269 -1.235  -0.19
27 H -1.024 -1.877 -0.410  0.12
28 C -0.016 1.627 -3.866  -1.71
29 C 0.559 0.334 -3.261  -0.44
30 C 1.991 0.006 -3.747  -1.27
31 O 1.763 -0.472 -5.041  -0.34
32 C 2.872 -0.774 -5.852  -0.75
33 N 0.642 0.638 -1.800  -0.01
34 H -0.188 1.406 -4.794  0.72
35 H 0.658 2.580 -3.764  0.22
36 H -1.002 2.006 -3.362  0.23
37 H 0.049 -0.385 -3.485  1.30
38 H 2.519 -0.641 -3.366  1.36
39 H 2.691 0.999 -3.661  0.01
40 H 3.562 0.116 -5.875  0.27
41 H 2.761 -1.016 -6.836  0.33
42 H 3.442 -1.672 -5.274  0.22
43 H 1.181 1.549 -1.797  -0.03
44 H 1.279 -0.054 -1.237  -0.31
45 C -2.573 0.769 3.052  -1.26
46 C -2.127 -0.764 3.387  -0.08
47 C -3.336 -1.580 3.279  0.12
48 O -4.349 -1.134 4.221  -0.33
49 C -5.597 -1.889 4.157  -0.77
50 N -1.165 -1.079 2.355  -0.19
51 H -3.078 0.742 2.078  0.13
52 H -1.827 1.415 3.103  0.45
53 H -3.419 1.040 3.753  0.38
54 H -1.528 -0.719 4.350  0.34
55 H -2.925 -2.609 3.578  0.27
56 H -3.815 -1.610 2.250  -0.12
57 H -6.119 -1.776 3.175  0.29
58 H -6.192 -1.336 4.854  0.28
59 H -5.617 -2.883 4.522  0.31
60 H -1.335 -0.858 1.488  0.25
61 H -0.979 -2.017 2.508  0.20
62 C 2.093 -3.366 -0.200  -0.85
63 O 1.452 -2.163 -0.379  -0.10
64 H 3.146 -3.095 -0.054  0.29
65 H 2.041 -4.061 -1.047  0.21
66 H 1.758 -3.767 0.731  0.27
67 H 2.159 -1.489 -0.650  0.17
68 C 1.788 4.339 2.613  -0.43
69 O 0.571 3.800 2.239  -0.41
70 H 1.542 5.198 3.375  0.29
71 H 2.291 4.855 1.792  0.25
72 H 2.453 3.700 3.098  0.08
73 H -0.151 4.393 2.079  0.25
74 C 3.309 0.750 4.585  -0.16
75 O 2.584 -0.461 4.314  -0.47
76 H 2.928 1.742 4.019  -0.19
77 H 4.222 0.351 4.156  0.26
78 H 3.433 0.909 5.700  0.26
79 H 3.126 -1.153 4.512  0.28
80 C 2.713 3.474 -0.732  -0.85
81 O 1.414 3.052 -0.339  -0.47
82 H 3.617 2.957 -0.380  0.23
83 H 2.767 4.653 -0.508  0.29
84 H 2.994 3.272 -1.696  0.43
85 H 1.052 3.479 0.449  0.30

Computed properties:
orbital gap	8.78	eV
electronic energy	-44928.71454	eV
energy relative to the best compared isomer or geometry (same formula, charge and spin)	7.7226	eV
E_LUMO	0.302	eV

[3]
This record from the OMol25 dataset describes 2 unconnected molecules or ions with the total composition C3H9NO in a non-equilibrium geometry. The level of theory is ωB97M-V/def2-TZVPD.

Last column: natural (NBO) charge in e.
CARTESIAN COORDINATES (ANGSTROEM)
1 C 0.279 -0.516 3.469  0.28
2 O -0.307 0.086 2.611  -0.49
3 H 0.281 -0.194 4.523  0.11
4 H 0.774 -1.449 3.220  0.11
5 C 0.431 -0.544 -0.947  -0.42
6 N 0.233 0.626 -1.777  -0.63
7 C -0.674 0.434 -2.924  -0.41
8 H -0.162 -1.394 -1.293  0.18
9 H 1.472 -0.898 -0.969  0.18
10 H 0.149 -0.375 0.095  0.21
11 H 1.100 0.978 -2.148  0.35
12 H -1.479 -0.241 -2.635  0.19
13 H -0.160 -0.072 -3.743  0.17
14 H -1.141 1.372 -3.208  0.20

Computed properties:
orbital gap	9.26	eV
electronic energy	-6792.87742	eV
energy relative to the best compared isomer or geometry (same formula, charge and spin)	2.1783	eV
E_LUMO	0.891	eV